119
Properties=species:S:1:pos:R:3:forces:R:3 method="wB97M-V/def2-TZVPD" e_lumo_ev=0.7 e_homo_ha=-0.32952 homo_lumo_gap_ha=0.356 spin_multiplicity=1 total_charge=0 total_energy_ev=-59880.808
C 0.49333 4.10423 4.51825 0.1442 -0.0561 0.0151
C -0.21662 3.25591 5.56803 -0.0392 0.0918 -0.0279
N -0.97643 2.15754 4.96713 -0.0349 0.0073 0.0764
C -2.23429 2.54989 4.36481 -0.0108 0.0630 -0.1745
O -2.70895 1.65314 3.38324 -0.0253 -0.1517 0.0509
C -2.12729 1.57226 2.06869 -0.2887 -0.0203 0.0753
C -2.20162 2.95818 1.38825 0.1050 0.0014 0.0293
O -1.50286 3.03165 0.16120 -0.0014 -0.0202 -0.1187
C -0.18794 3.55695 0.25390 -0.0367 -0.0813 0.2991
C 0.43876 3.52984 -1.12369 -0.0240 0.0918 -0.0566
C 0.68623 2.11975 -1.66967 0.0932 -0.0631 -0.2677
N 2.08620 1.65136 -1.57140 0.0852 0.0683 0.4373
C 2.49143 1.38262 -0.17164 -0.0224 -0.1645 0.0241
C 3.26574 2.54517 0.46451 -0.0184 0.0408 0.0200
C 2.19101 0.45654 -2.36719 0.0028 0.7187 -0.1016
C 2.79747 0.65045 -3.72711 -0.0478 -0.0635 -0.2720
O 1.80498 -0.60379 -1.96792 0.0193 -0.7444 0.1902
C -0.79248 0.83639 1.94993 -0.0188 0.1160 0.0553
C -0.83995 -0.68740 2.16958 -0.2132 0.1628 -0.2649
C -0.97800 -1.10058 3.62977 -0.0405 -0.0153 0.0144
C 0.39621 -1.31473 1.52329 0.0792 -0.0326 0.0920
H 1.00475 4.94964 4.98819 -0.0428 -0.0951 -0.0323
H 1.23815 3.49896 3.99371 -0.0805 0.0631 -0.0063
H -0.19437 4.51356 3.77433 0.0043 -0.0416 0.0602
H -0.83663 3.90750 6.20829 0.0051 -0.0853 -0.0769
H 0.53522 2.80353 6.22123 -0.0822 0.0625 -0.0345
H -1.15587 1.45132 5.67175 0.0785 -0.0733 -0.1491
H -3.05794 2.57992 5.09193 0.0785 0.0083 -0.0239
H -2.12080 3.56249 3.96662 0.0250 -0.0638 0.0592
H -2.86498 0.95155 1.54245 0.1418 -0.0002 0.0493
H -1.86171 3.75223 2.06299 0.1063 -0.0501 -0.0908
H -3.24994 3.16327 1.15307 0.0625 -0.0204 0.1238
H 0.40118 2.95964 0.96358 0.0211 0.1099 -0.0571
H -0.22733 4.58232 0.65127 -0.0103 -0.0400 -0.1019
H 1.37220 4.09392 -1.09044 -0.0188 -0.0557 -0.1110
H -0.22505 4.06348 -1.81168 0.0126 -0.0371 0.1229
H 0.41574 2.09564 -2.73130 0.0386 0.0183 0.0969
H 0.03209 1.39380 -1.16423 -0.0397 0.1222 -0.0743
H 1.61768 1.10663 0.43474 0.1506 0.0969 -0.1054
H 3.12692 0.49316 -0.18214 -0.0939 0.0818 0.0558
H 2.98113 2.68967 1.51166 0.0304 -0.0398 -0.0949
H 3.08463 3.47780 -0.06828 -0.0231 -0.0344 0.0636
H 4.34396 2.36901 0.43823 -0.0951 0.0039 -0.0413
H 3.39765 -0.22680 -3.97792 -0.0924 0.1166 -0.0049
H 1.99408 0.71924 -4.46908 0.1055 -0.0095 0.0416
H 3.39541 1.55713 -3.77647 -0.0229 -0.0630 0.0054
H -0.03141 1.27895 2.60239 -0.0641 0.0116 -0.0192
H -0.48265 1.00248 0.91130 -0.0328 -0.0786 0.1613
H -1.73153 -1.05076 1.63371 0.1499 -0.0339 0.0164
H -0.18879 -0.63805 4.22871 0.0045 -0.0412 0.0295
H -1.94297 -0.80999 4.04597 0.1083 0.0526 0.0075
H -0.89554 -2.18965 3.72835 0.0265 0.1278 -0.0128
H 0.42468 -1.14522 0.44308 -0.0084 -0.0215 0.0670
H 0.43401 -2.39376 1.70494 -0.0189 0.1034 -0.0418
H 1.31235 -0.87829 1.94365 -0.1037 -0.0691 0.0064
C -4.10523 -2.99816 4.98213 0.0065 0.0223 -0.0111
O -3.77563 -1.70371 5.44268 -0.0108 -0.0097 0.1374
C -4.81961 -0.75545 5.30708 -0.0020 0.0262 -0.1105
C -5.51201 -0.48369 6.62301 0.0025 0.0570 0.0540
O -6.19661 -1.62130 7.11755 -0.0412 -0.0074 -0.0390
C -5.49479 -2.31883 8.12744 0.0123 -0.0156 -0.0141
H -3.28729 -3.65740 5.26789 0.0033 -0.0058 -0.0127
H -5.03506 -3.36050 5.42897 0.0009 -0.0127 0.0042
H -4.20544 -3.01466 3.89107 -0.0151 0.0101 -0.0034
H -5.55416 -1.09978 4.57096 -0.0026 0.0072 -0.0068
H -4.38093 0.17460 4.93047 -0.0012 -0.0076 -0.0252
H -6.25155 0.30914 6.47403 0.0302 0.0103 -0.0177
H -4.77995 -0.12980 7.35790 -0.0027 -0.0055 0.0124
H -5.44909 -1.73392 9.05296 0.0074 0.0171 -0.0090
H -4.47699 -2.56425 7.81384 -0.0008 -0.0106 0.0052
H -6.04306 -3.23905 8.32112 -0.0045 0.0047 0.0152
C 4.19189 -0.20252 -8.38380 0.0117 0.0104 -0.0031
O 4.16083 -0.33878 -6.97618 0.0197 0.0079 0.0624
C 4.26602 -1.67902 -6.52866 -0.0523 -0.0321 -0.0704
C 5.65880 -2.00339 -6.03608 0.0535 0.0467 0.0598
O 6.61813 -1.92896 -7.07552 -0.0286 -0.0151 -0.0517
C 7.37917 -0.73631 -7.07407 -0.0096 0.0085 -0.0046
H 4.27238 0.86101 -8.60121 -0.0157 0.0002 -0.0059
H 5.04767 -0.72464 -8.81953 0.0075 0.0120 -0.0048
H 3.27241 -0.58732 -8.83821 0.0025 -0.0195 0.0084
H 3.99165 -2.37046 -7.33272 -0.0097 -0.0069 0.0075
H 3.55613 -1.82089 -5.70816 -0.0060 -0.0031 -0.0078
H 5.66810 -3.02311 -5.64003 0.0032 -0.0030 -0.0056
H 5.92852 -1.32161 -5.22185 0.0003 -0.0126 0.0120
H 8.08033 -0.71687 -6.23254 -0.0163 -0.0024 0.0145
H 6.74002 0.14860 -7.02362 0.0039 0.0060 -0.0144
H 7.94595 -0.71648 -8.00381 0.0159 -0.0022 0.0080
C 10.05492 -5.09661 -8.50935 0.0015 0.0028 -0.0021
O 8.70668 -5.46139 -8.72166 -0.0118 -0.0341 -0.0576
C 7.84980 -4.35921 -8.97297 0.0455 0.0310 0.0642
C 7.54219 -4.20181 -10.44493 -0.0369 -0.0443 -0.0461
O 8.69351 -3.87514 -11.20452 0.0236 0.0365 0.0300
C 9.26015 -4.97642 -11.88544 0.0086 -0.0045 0.0091
H 10.63500 -6.01729 -8.47234 0.0029 0.0023 0.0149
H 10.43450 -4.46378 -9.31605 0.0112 -0.0059 -0.0022
H 10.17569 -4.56528 -7.55849 -0.0137 0.0137 -0.0048
H 8.29001 -3.43577 -8.58572 -0.0111 -0.0049 0.0168
H 6.91627 -4.52638 -8.42965 -0.0015 -0.0003 0.0006
H 6.81975 -3.38924 -10.56793 0.0021 0.0031 0.0037
H 7.08601 -5.12241 -10.82573 -0.0113 0.0071 -0.0070
H 8.61078 -5.31382 -12.70114 -0.0163 -0.0015 0.0122
H 9.44398 -5.81677 -11.21122 0.0112 -0.0046 -0.0043
H 10.20587 -4.64024 -12.30712 -0.0056 -0.0017 -0.0142
C -11.89444 2.24261 6.05821 0.0066 0.0046 -0.0036
O -11.22137 1.30831 6.87801 0.0304 0.0137 0.0421
C -10.49899 0.32688 6.15546 -0.0545 0.0102 -0.0688
C -9.01899 0.63235 6.09837 0.0715 -0.0178 0.0589
O -8.74174 1.82063 5.37610 -0.0094 -0.0049 -0.0338
C -8.49949 2.94455 6.19811 -0.0163 0.0057 0.0002
H -12.28425 3.02032 6.71265 -0.0144 -0.0037 -0.0031
H -11.22240 2.69277 5.32297 -0.0031 0.0121 0.0011
H -12.73222 1.77381 5.53012 0.0113 -0.0140 -0.0079
H -10.89268 0.23908 5.13686 -0.0089 -0.0160 0.0028
H -10.64148 -0.63372 6.65843 0.0037 0.0016 0.0062
H -8.50601 -0.19328 5.59637 -0.0139 -0.0084 0.0097
H -8.61909 0.70432 7.11592 -0.0012 -0.0223 0.0040
H -7.54876 2.84521 6.73497 -0.0046 -0.0191 0.0096
H -9.30018 3.09204 6.92732 -0.0004 0.0124 -0.0004
H -8.44290 3.81347 5.54471 0.0154 0.0021 0.0023

---

93
Properties=species:S:1:pos:R:3:forces:R:3 method="wB97M-V/def2-TZVPD" e_lumo_ev=0.0 e_homo_ha=-0.34425 homo_lumo_gap_ha=0.344 spin_multiplicity=1 total_charge=0 total_energy_ev=-106443.313
C -0.61756 0.44979 -0.51978 -0.6934 0.3838 1.2015
C -1.12155 1.20102 0.76833 0.3718 -0.8048 -0.7143
S -1.46978 2.96923 0.47179 0.1076 0.3077 0.3134
C -3.21000 3.21648 0.01504 -0.4411 -0.1589 -0.4536
C -3.67165 2.37647 -1.20877 -1.2206 -0.1829 -0.8680
C -4.34059 3.22000 -2.27925 1.9859 -1.8934 2.6898
N -4.76481 3.86176 -3.10502 -1.1158 1.4321 -1.8227
C -4.71506 1.26620 -0.82025 -0.8420 -0.0222 -0.7971
C -6.15179 1.80698 -0.61346 -0.4773 -0.3411 0.4858
C -4.74734 0.24942 -1.94446 0.3927 2.6273 3.3782
N -4.48785 -0.51296 -2.73131 0.2266 -2.0632 -2.2606
H -1.39660 0.46649 -1.29696 0.4531 -0.1215 0.1109
H -0.42807 -0.58954 -0.19860 0.1341 0.3935 -0.4572
H 0.29735 0.95533 -0.85708 -0.2994 -0.3952 -0.1362
H -1.93459 0.64136 1.25837 0.1151 0.4422 -0.1819
H -0.26880 1.17591 1.47164 -0.5297 0.3229 -0.1306
H -3.29928 4.28003 -0.26926 0.3915 -0.4105 0.2763
H -3.92364 3.08670 0.85056 0.4733 -0.1613 -0.2533
H -2.85011 1.86286 -1.72973 -0.0220 0.4549 0.3959
H -4.40569 0.75247 0.10489 0.1298 0.1004 -0.4734
H -6.77907 0.98447 -0.22026 0.2799 0.3853 -0.1453
H -6.63841 2.15123 -1.53819 0.4577 -0.0430 0.2254
H -6.19850 2.62124 0.13006 0.2195 -0.3004 -0.3367
O 4.40337 2.37897 1.30771 -0.0209 -0.0860 -0.2202
C 4.15083 2.59482 0.16737 0.2007 -0.2139 0.3404
O 5.01467 3.15782 -0.71147 -0.3853 -0.1249 0.1518
C 4.39446 3.12257 -1.99710 0.4079 0.2794 -0.3863
C 2.93737 3.04006 -1.63834 -0.3154 -0.4535 -0.2718
F 2.24125 2.33147 -2.55906 -0.1015 0.0582 0.0600
O 2.95288 2.31272 -0.41985 0.3948 0.5722 0.0156
H 4.73780 2.24259 -2.54413 -0.2024 -0.0629 0.0343
H 4.63650 4.01319 -2.57327 0.1047 0.0469 0.2080
H 2.45629 4.00766 -1.48026 -0.1291 -0.0845 -0.0651
O 0.49363 -4.58180 -2.20378 -0.0699 -0.0808 -0.0386
C -0.56171 -4.31234 -2.67363 0.4381 0.1314 0.0654
O -1.04255 -3.05277 -2.81032 -0.0342 -0.5498 0.0157
C -2.27235 -3.14355 -3.53400 -0.2815 0.6620 -0.0194
C -2.69314 -4.55980 -3.26285 -0.0304 -0.2190 -0.4163
F -3.37739 -5.08449 -4.31185 -0.0375 -0.1217 0.0782
O -1.45385 -5.23872 -3.14078 -0.0784 0.5410 0.3480
H -2.08486 -2.96078 -4.59417 -0.0487 -0.2206 -0.0183
H -2.99467 -2.41337 -3.17370 0.1934 0.0567 0.1223
H -3.27332 -4.69197 -2.34638 -0.0673 -0.1076 -0.0840
O 4.66808 4.74125 7.18441 0.1029 0.1091 -0.0859
C 4.92774 4.39045 6.08140 -0.3570 0.2174 0.3390
O 4.01738 3.94789 5.18062 0.5227 0.0998 0.1886
C 4.70397 3.75893 3.93820 -0.4950 -0.2844 -0.2690
C 6.12465 3.57410 4.38919 0.3100 0.4046 -0.3361
F 7.00142 4.05740 3.47682 0.1184 -0.0769 0.0965
O 6.19095 4.37779 5.55816 -0.3772 -0.4771 0.0453
H 4.57886 4.64669 3.31538 0.2272 0.0198 0.0368
H 4.31917 2.89820 3.40439 -0.1407 0.0109 0.2037
H 6.38985 2.54475 4.63913 0.1203 0.0452 -0.0624
O -2.54329 -7.22595 1.78346 0.0666 -0.0414 -0.0859
C -2.32564 -7.67163 0.70951 0.0393 0.2127 0.5088
O -1.99590 -6.92479 -0.38163 -0.1448 -0.3382 0.0692
C -1.68187 -7.83546 -1.43630 0.0904 0.2850 -0.5063
C -2.41881 -9.07679 -1.01645 0.3615 -0.3850 0.1551
F -1.76916 -10.19747 -1.41506 -0.1015 -0.0502 0.0095
O -2.37841 -9.00111 0.39718 -0.2624 0.4658 -0.3077
H -0.60159 -7.98756 -1.47571 -0.0509 -0.1833 0.0359
H -2.01741 -7.45307 -2.39571 -0.0330 0.1276 0.1278
H -3.45801 -9.12061 -1.35011 0.0422 -0.1517 -0.0312
O -9.22423 -3.65050 -5.74065 0.1072 -0.0135 -0.0143
C -8.12349 -3.25255 -5.56542 -0.4149 -0.3172 -0.0040
O -7.49007 -3.24498 -4.36101 0.0140 0.1442 -0.4349
C -6.14563 -2.82125 -4.59403 0.2439 -0.0033 0.7120
C -6.27079 -2.05732 -5.88136 0.2583 -0.2337 -0.3758
F -5.14324 -2.15963 -6.62986 -0.0142 0.0895 -0.0497
O -7.32363 -2.73250 -6.54461 -0.1063 0.2533 0.5229
H -5.50192 -3.69851 -4.69154 0.0033 0.0578 -0.2711
H -5.78020 -2.20460 -3.77519 -0.2346 -0.0307 0.0017
H -6.53146 -1.00402 -5.75807 0.1311 0.0176 -0.1054
O -0.56924 -2.27322 2.24365 -0.0278 0.1211 -0.1237
C 0.33203 -2.87561 1.76335 -0.4104 -0.0292 0.0754
O 0.48195 -4.22062 1.84127 0.1597 0.4384 -0.0650
C 1.59999 -4.57168 1.02316 0.0243 -0.6790 -0.0074
C 2.37351 -3.28417 0.97976 0.0990 0.1678 -0.5743
F 3.02823 -3.13813 -0.19724 0.0886 0.1001 0.0849
O 1.35571 -2.30081 1.06286 0.0045 -0.4001 0.4977
H 1.24822 -4.87712 0.03554 0.1171 0.2236 -0.0422
H 2.16749 -5.38832 1.46534 -0.1572 0.0540 0.1972
H 3.07559 -3.15144 1.80603 0.0865 0.0711 -0.1131
O 10.19393 9.22868 6.40142 -0.0884 0.0023 -0.0547
C 9.17366 8.66053 6.20690 0.3102 0.3620 0.1282
O 8.13765 8.61534 7.08857 0.1753 -0.1591 -0.3907
C 7.05162 7.95851 6.43312 -0.4333 -0.0428 0.4927
C 7.76117 7.15392 5.38072 -0.1475 0.0780 -0.4987
F 7.00028 7.02172 4.26391 0.0439 -0.0540 -0.0419
O 8.88507 7.95681 5.07120 -0.0620 -0.1359 0.5834
H 6.38118 8.70528 6.00266 0.0764 -0.0799 -0.1899
H 6.48897 7.33749 7.12844 0.1702 0.0590 0.1242
H 8.09383 6.17047 5.71580 -0.0905 -0.0451 -0.1609

---

13
Properties=species:S:1:pos:R:3:forces:R:3 method="wB97M-V/def2-TZVPD" e_above_lowest_kj_mol=491.4 e_lumo_ev=-0.9 e_homo_ha=-0.31049 homo_lumo_gap_ha=0.276 spin_multiplicity=1 total_charge=0 total_energy_ev=-13225.822
N -0.94802 1.78134 1.62071 -1.2995 -1.8731 1.6863
N -1.21673 0.33817 1.54453 1.5736 0.2180 -2.2665
C -0.56781 -0.17255 0.54074 -0.4618 1.4017 3.4221
N -0.30339 -1.54378 0.26741 -0.5259 -0.7236 2.3085
C 0.42355 -1.52783 -0.89550 -0.2755 -0.2870 1.4703
C 0.62993 -0.21710 -1.22019 2.8134 -1.1920 -2.5192
N 1.62558 0.01711 -2.15776 2.3911 4.3745 0.7750
O 2.28568 1.16784 -2.04536 -3.3380 -4.6981 -0.2810
O 0.19888 0.65019 -0.30509 -1.5356 -1.0192 0.8530
H -0.86691 2.16050 0.71831 0.2885 0.5713 -1.5035
H -1.80861 2.16082 2.01058 0.2862 -0.0383 0.1418
H -0.30796 -2.34253 1.09107 -0.0214 3.0111 -3.1218
H 0.85581 -2.47216 -1.16945 0.1049 0.2548 -0.9650